DFT (wB97M-V/def2-TZVPD) results for an isolated molecule of C3H7NOS at a distorted geometry.

Molecular weight, g mol⁻¹: 105.16
HOMO energy, eV: -8.899
E_LUMO, eV: 0.697
Energy relative to the best compared isomer or geometry (same formula, charge and spin), kcal/mol: 43.7
SMILES string: C/C(CO)=N/S

Each line ends with the Mulliken charge.
CARTESIAN COORDINATES (ANGSTROEM)
C  -1.306  -1.262  -0.168  -1.092
C  -0.092  -0.423  0.036  1.010
C  -0.220  1.030  0.544  -0.827
O  -0.470  1.960  -0.485  -0.503
N  1.108  -0.899  -0.158  -0.541
S  2.446  0.142  -0.048  -0.181
H  -1.957  -1.044  0.664  0.297
H  -1.082  -2.321  -0.300  0.333
H  -1.893  -0.890  -1.003  0.277
H  0.710  1.272  1.074  0.414
H  -1.066  1.150  1.199  0.296
H  0.312  1.977  -1.046  0.364
H  3.511  -0.692  -0.310  0.153